Molecular formula: H5O3
Method: DFT, wB97M-V/def2-TZVPD

Properties
net charge	-1
HOMO	-4.2	eV
max |F|	2.3	eV/A
Kohn-Sham gap	8.99	eV
LUMO energy	4.8	eV
energy relative to the best compared isomer or geometry (same formula, charge and spin)	12.5	kcal per mole

Last column: Löwdin charge in e.
Atoms and positions in Å:
O: 0.06 -0.69 0.12  -0.376
O: 1.47 0.58 1.81  -0.358
O: -1.46 0.16 -2.01  -0.156
H: -1.12 -0.19 -1.15  -0.024
H: 0.93 0.27 2.53  -0.071
H: 0.88 0.13 0.82  0.035
H: 0.12 -1.64 0.18  -0.064
H: -1.43 1.09 -1.71  0.014